{
  "formula": "C40H45NO2P4RuS2",
  "method": "the ωB97M-V functional and the def2-TZVPD basis",
  "multiplicity": 2,
  "lumo_energy_ev": [-2.6, -2.9],
  "energy_ev": -109201.708,
  "e_above_lowest_ev": 1.316,
  "charge": 1,
  "species": ["Ru", "S", "P", "C", "P", "S", "C", "C", "C", "C", "C", "C", "C", "C", "C", "C", "C", "C", "C", "C", "C", "C", "C", "C", "C", "C", "C", "C", "C", "C", "H", "H", "H", "H", "H", "H", "H", "H", "H", "H", "H", "H", "H", "H", "H", "H", "H", "H", "H", "H", "C", "P", "C", "C", "C", "C", "C", "C", "C", "P", "C", "C", "H", "H", "H", "H", "H", "H", "H", "H", "H", "H", "H", "H", "H", "H", "H", "H", "O", "C", "O", "C", "N", "C", "C", "C", "H", "H", "H", "H", "H", "H", "H", "H", "H"],
  "coordinates": [[-0.804, -0.239, 0.882], [0.792, -1.628, 2.143], [2.026, -0.697, 0.805], [0.985, -0.320, -0.476], [0.453, -1.499, -1.575], [-1.268, -2.168, -0.735], [0.091, -0.712, -3.169], [-1.007, -1.085, -3.937], [-1.239, -0.468, -5.161], [-0.368, 0.510, -5.625], [0.733, 0.883, -4.861], [0.957, 0.279, -3.630], [1.517, -2.891, -2.018], [2.189, -2.944, -3.237], [3.062, -3.991, -3.502], [3.269, -4.980, -2.552], [2.593, -4.933, -1.337], [1.716, -3.895, -1.071], [3.516, -1.661, 0.455], [3.993, -2.556, 1.407], [5.151, -3.280, 1.158], [5.826, -3.112, -0.043], [5.349, -2.220, -0.994], [4.197, -1.489, -0.746], [2.682, 0.814, 1.557], [2.761, 0.986, 2.935], [3.313, 2.148, 3.460], [3.782, 3.139, 2.610], [3.710, 2.966, 1.232], [3.166, 1.805, 0.706], [-1.684, -1.848, -3.571], [-2.096, -0.758, -5.756], [-0.545, 0.981, -6.584], [1.414, 1.644, -5.224], [1.792, 0.585, -3.010], [2.031, -2.178, -3.985], [3.580, -4.032, -4.453], [3.953, -5.794, -2.758], [2.750, -5.708, -0.596], [1.186, -3.854, -0.125], [3.452, -2.697, 2.337], [5.522, -3.978, 1.899], [6.727, -3.681, -0.240], [5.875, -2.096, -1.934], [3.819, -0.800, -1.493], [2.405, 0.197, 3.589], [3.378, 2.277, 4.534], [4.206, 4.048, 3.019], [4.077, 3.740, 0.568], [3.091, 1.679, -0.368], [-0.562, 2.463, 3.127], [-1.181, 0.759, 2.952], [-0.590, -0.012, 4.493], [-2.967, 0.913, 3.311], [-3.484, 1.732, 4.312], [-4.847, 1.739, 4.560], [-5.695, 0.919, 3.827], [-5.184, 0.093, 2.838], [-3.819, 0.099, 2.571], [-2.996, -0.937, 1.323], [-3.138, -2.615, 2.005], [-4.209, -0.924, -0.039], [-0.683, 2.783, 4.162], [-1.116, 3.130, 2.470], [0.493, 2.498, 2.855], [-1.128, 0.432, 5.330], [0.478, 0.163, 4.614], [-0.764, -1.086, 4.483], [-2.830, 2.367, 4.899], [-5.255, 2.382, 5.331], [-6.759, 0.926, 4.030], [-5.857, -0.546, 2.279], [-4.155, -2.790, 2.355], [-2.447, -2.710, 2.841], [-2.873, -3.352, 1.253], [-5.159, -1.325, 0.314], [-3.859, -1.521, -0.873], [-4.363, 0.104, -0.365], [0.311, 3.514, -1.008], [-0.457, 2.504, -0.696], [-0.390, 1.955, 0.393], [-1.435, 2.069, -1.776], [-1.297, 2.960, -2.935], [-2.527, 3.788, -3.056], [-3.213, 3.653, -1.699], [-2.886, 2.214, -1.301], [-1.169, 1.041, -2.013], [-1.106, 2.433, -3.774], [0.049, 3.724, -1.942], [-3.172, 3.415, -3.855], [-2.268, 4.820, -3.287], [-4.282, 3.855, -1.750], [-2.775, 4.354, -0.983], [-3.510, 1.517, -1.865], [-3.004, 2.005, -0.240]],
  "atomic_forces_ev_per_a": [[0.25, -0.52, -0.59], [-0.06, -0.05, -0.13], [-0.07, -0.09, 0.11], [0.20, 0.10, 0.24], [-0.03, 0.00, 0.03], [0.09, 0.14, 0.01], [0.01, 0.02, -0.08], [0.06, 0.04, -0.05], [-0.02, -0.02, 0.02], [0.00, 0.00, -0.01], [0.03, -0.03, 0.04], [-0.07, 0.01, -0.07], [-0.01, 0.11, 0.02], [0.01, -0.04, -0.04], [0.01, 0.01, 0.00], [-0.01, 0.00, 0.02], [0.02, -0.02, 0.01], [0.04, -0.04, 0.02], [-0.05, -0.06, 0.12], [0.03, -0.02, -0.05], [-0.04, 0.00, 0.03], [0.01, -0.01, -0.02], [0.00, 0.02, -0.03], [0.02, -0.05, 0.02], [-0.08, 0.10, -0.01], [0.15, -0.09, -0.07], [-0.04, -0.06, 0.04], [0.01, 0.04, -0.05], [0.00, 0.02, 0.03], [-0.06, 0.10, 0.06], [0.00, 0.00, -0.01], [0.02, 0.01, 0.01], [0.00, -0.02, 0.02], [-0.03, -0.02, 0.02], [0.00, 0.00, 0.01], [0.01, -0.02, 0.01], [-0.02, 0.00, 0.04], [-0.04, 0.04, 0.01], [0.00, 0.03, -0.04], [0.01, 0.00, 0.00], [0.02, 0.00, -0.02], [-0.02, 0.03, -0.03], [-0.03, 0.02, 0.01], [-0.02, -0.01, 0.04], [0.01, 0.01, 0.01], [0.02, 0.05, -0.02], [0.00, 0.00, -0.04], [-0.01, -0.04, -0.02], [-0.02, -0.03, 0.03], [-0.03, -0.01, 0.02], [-0.03, -0.03, -0.01], [0.21, 0.27, 0.12], [-0.01, -0.03, -0.03], [-0.04, -0.05, -0.10], [-0.02, 0.02, 0.02], [0.08, 0.09, 0.08], [-0.11, -0.06, -0.06], [-0.06, 0.02, 0.01], [0.17, 0.02, 0.12], [-0.24, 0.13, 0.12], [-0.02, 0.06, 0.10], [-0.01, 0.09, 0.11], [0.02, 0.00, 0.04], [0.03, -0.02, 0.01], [-0.06, -0.02, 0.00], [0.00, 0.05, 0.02], [-0.04, -0.03, -0.04], [-0.03, 0.00, 0.00], [-0.02, -0.01, -0.01], [0.04, -0.03, -0.05], [0.06, -0.01, -0.02], [0.01, 0.01, 0.01], [-0.02, -0.02, -0.02], [0.01, -0.02, 0.03], [0.04, -0.05, -0.07], [0.00, -0.02, 0.02], [0.04, -0.03, -0.04], [-0.02, -0.04, -0.01], [0.08, -0.03, 0.17], [-0.08, -0.24, -0.07], [-0.22, 0.17, 0.02], [0.00, 0.14, 0.02], [-0.14, 0.07, 0.07], [0.09, -0.02, 0.03], [0.04, -0.03, 0.02], [-0.01, 0.06, -0.12], [-0.04, -0.07, -0.02], [0.06, 0.02, -0.06], [-0.08, 0.04, -0.13], [-0.01, -0.05, -0.01], [0.00, 0.02, -0.03], [0.01, 0.00, -0.01], [-0.01, -0.02, 0.00], [0.02, 0.02, 0.01], [0.01, 0.01, 0.09]],
  "mulliken_spin": [0.978, 0.015, -0.016, -0.029, 0.038, 0.026, -0.002, 0.008, 0.001, 0.000, 0.000, -0.005, 0.000, 0.002, 0.000, 0.000, 0.001, 0.000, 0.001, 0.001, 0.002, 0.000, 0.000, -0.004, 0.011, -0.008, -0.001, 0.000, 0.000, 0.002, -0.004, 0.000, 0.000, 0.000, 0.000, 0.001, 0.000, 0.000, 0.000, 0.000, -0.002, 0.000, 0.000, 0.000, 0.000, 0.000, 0.000, 0.000, 0.000, -0.001, -0.001, -0.024, -0.002, 0.013, 0.003, -0.001, 0.001, -0.007, -0.011, 0.005, -0.001, 0.010, 0.000, 0.000, 0.000, 0.000, 0.000, -0.002, 0.000, 0.000, 0.000, 0.000, -0.001, 0.001, 0.002, -0.002, 0.000, 0.003, 0.001, -0.039, -0.029, 0.046, 0.001, 0.000, 0.003, 0.048, -0.013, 0.000, 0.000, 0.000, 0.000, 0.000, 0.000, -0.004, -0.013]
}

***

{
  "formula": "C40H46B2N2NiO5Si",
  "method": "the ωB97M-V functional and the def2-TZVPD basis",
  "lumo_energy_ev": [4.4, 4.4],
  "energy_ev": -105724.361,
  "e_above_lowest_ev": 0.000,
  "charge": -2,
  "species": ["Ni", "O", "H", "H", "B", "C", "N", "H", "H", "H", "C", "C", "C", "O", "B", "O", "C", "C", "C", "H", "H", "H", "H", "H", "H", "H", "H", "H", "H", "H", "H", "C", "C", "C", "C", "C", "C", "N", "C", "C", "C", "C", "C", "C", "C", "O", "O", "C", "C", "H", "H", "H", "H", "H", "H", "H", "H", "H", "H", "H", "H", "H", "H", "C", "C", "C", "C", "C", "C", "Si", "C", "C", "C", "C", "C", "C", "C", "C", "C", "C", "C", "C", "H", "H", "H", "H", "H", "H", "H", "H", "H", "H", "H", "H", "H", "H", "H"],
  "coordinates": [[0.513, -0.633, 0.951], [0.764, -0.223, 3.315], [0.502, 0.617, 2.889], [-0.054, -0.725, 3.403], [-2.271, -4.302, 2.171], [-1.269, -3.120, 1.820], [-0.548, -2.253, 1.564], [-2.579, -4.197, 3.346], [-3.247, -4.175, 1.454], [-1.711, -5.361, 1.958], [-1.246, -2.636, -3.517], [-0.390, -1.485, -3.008], [0.825, -1.310, -3.913], [0.095, -1.838, -1.709], [0.018, -0.733, -0.862], [-0.654, 0.309, -1.500], [-1.173, -0.148, -2.753], [-2.674, -0.349, -2.573], [-0.926, 0.946, -3.782], [-0.614, -3.516, -3.638], [-1.696, -2.398, -4.485], [-2.035, -2.886, -2.809], [1.391, -2.243, -3.920], [1.484, -0.528, -3.536], [0.534, -1.067, -4.938], [-2.877, -1.099, -1.809], [-3.156, -0.656, -3.504], [-3.112, 0.594, -2.245], [0.130, 1.203, -3.835], [-1.478, 1.839, -3.484], [-1.271, 0.640, -4.774], [-5.875, -1.576, 2.612], [-5.368, -0.164, 2.738], [-5.877, 0.664, 3.735], [-5.402, 1.956, 3.883], [-4.403, 2.431, 3.052], [-3.890, 1.620, 2.036], [-2.830, 2.021, 1.209], [-2.405, 3.327, 1.022], [-3.340, 4.367, 0.885], [-2.937, 5.662, 0.624], [-1.590, 5.958, 0.470], [-0.667, 4.930, 0.569], [-1.038, 3.618, 0.846], [0.099, 2.594, 0.931], [1.205, 2.967, 0.550], [-0.178, 1.438, 1.403], [-4.390, 0.318, 1.863], [-3.844, -0.529, 0.750], [-6.514, -1.828, 3.459], [-5.058, -2.296, 2.574], [-6.460, -1.709, 1.698], [-6.638, 0.281, 4.406], [-5.786, 2.590, 4.674], [-3.991, 3.417, 3.206], [-2.039, 1.370, 1.163], [-4.393, 4.133, 0.963], [-3.684, 6.442, 0.526], [-1.266, 6.971, 0.262], [0.392, 5.107, 0.435], [-3.597, 0.096, -0.107], [-4.552, -1.297, 0.441], [-2.924, -1.043, 1.040], [5.646, 1.902, 2.807], [5.632, 2.112, 1.436], [4.754, 1.399, 0.628], [3.867, 0.461, 1.159], [3.891, 0.274, 2.546], [4.767, 0.979, 3.361], [2.646, -0.594, 0.126], [3.499, -2.310, 0.159], [2.718, -3.468, 0.130], [3.297, -4.733, 0.111], [4.679, -4.867, 0.129], [5.476, -3.729, 0.167], [4.888, -2.470, 0.183], [2.995, -0.012, -1.670], [3.720, -0.748, -2.611], [3.910, -0.289, -3.912], [3.378, 0.931, -4.304], [2.653, 1.682, -3.384], [2.461, 1.215, -2.090], [6.326, 2.461, 3.441], [6.304, 2.838, 0.991], [4.755, 1.584, -0.441], [3.196, -0.423, 2.999], [4.756, 0.814, 4.433], [1.637, -3.370, 0.126], [2.665, -5.613, 0.092], [5.133, -5.851, 0.120], [6.557, -3.823, 0.187], [5.522, -1.590, 0.218], [4.136, -1.709, -2.331], [4.469, -0.892, -4.620], [3.521, 1.292, -5.317], [2.227, 2.636, -3.677], [1.884, 1.808, -1.388]],
  "atomic_forces_ev_per_a": [[0.63, -0.49, -0.07], [0.13, -0.11, -0.19], [-0.08, 0.16, -0.02], [-0.01, -0.04, 0.00], [0.02, 0.02, 0.03], [0.11, -0.03, 0.00], [-0.37, 0.49, -0.02], [-0.01, 0.00, -0.02], [-0.05, 0.01, -0.02], [0.00, 0.00, 0.00], [-0.01, 0.01, -0.01], [-0.02, -0.02, -0.10], [-0.11, 0.10, 0.05], [-0.09, -0.03, 0.01], [0.65, -0.12, 0.28], [0.00, 0.05, 0.04], [0.01, -0.01, -0.03], [0.02, -0.04, -0.04], [-0.02, -0.03, -0.03], [0.01, 0.00, 0.00], [0.01, 0.01, 0.00], [-0.02, 0.00, 0.00], [-0.01, -0.01, 0.01], [-0.36, -0.23, -0.15], [-0.03, -0.01, -0.02], [0.02, -0.02, -0.03], [0.01, 0.01, -0.01], [0.00, 0.01, -0.02], [-0.05, -0.03, -0.01], [-0.02, 0.01, 0.00], [-0.01, -0.01, 0.00], [-0.06, -0.02, -0.01], [0.03, 0.05, -0.02], [-0.01, -0.05, -0.01], [0.02, 0.05, -0.01], [0.00, -0.03, -0.04], [0.13, 0.01, 0.04], [0.10, -0.18, 0.08], [0.01, 0.11, -0.13], [0.03, -0.06, 0.02], [-0.07, 0.01, 0.01], [0.05, 0.01, -0.01], [0.01, 0.00, 0.02], [-0.05, 0.01, 0.03], [0.16, -0.20, -0.09], [0.18, 0.05, -0.05], [-0.68, 0.15, 0.25], [-0.04, -0.04, 0.03], [-0.01, 0.04, 0.01], [0.00, 0.00, -0.01], [0.06, -0.04, 0.01], [0.00, -0.01, -0.01], [0.00, 0.00, 0.00], [0.00, 0.00, 0.00], [0.02, 0.05, -0.01], [-0.07, 0.09, 0.06], [-0.04, -0.01, 0.02], [-0.01, 0.00, 0.00], [0.01, 0.00, 0.00], [0.00, 0.00, -0.01], [-0.04, -0.01, 0.09], [-0.02, -0.01, -0.01], [0.07, -0.03, 0.03], [-0.01, 0.00, -0.01], [-0.01, -0.01, 0.00], [-0.01, 0.00, -0.02], [-0.01, -0.04, 0.07], [0.04, 0.01, -0.02], [0.00, 0.00, -0.02], [-0.71, 0.17, -0.18], [-0.05, -0.04, 0.03], [-0.01, -0.03, -0.03], [-0.01, 0.03, 0.00], [0.01, 0.02, 0.00], [-0.01, -0.02, 0.00], [-0.02, 0.01, 0.02], [0.14, 0.04, 0.02], [0.16, 0.08, 0.03], [0.13, 0.04, 0.07], [0.07, 0.04, 0.03], [0.11, 0.06, 0.03], [0.11, 0.03, 0.01], [0.00, 0.00, 0.00], [0.00, 0.00, 0.00], [0.00, 0.00, -0.01], [-0.01, -0.01, 0.00], [0.00, 0.00, 0.00], [0.00, 0.00, 0.00], [0.00, -0.01, 0.00], [0.00, -0.01, 0.00], [0.00, 0.00, 0.00], [0.01, 0.01, 0.01], [0.00, 0.00, 0.01], [-0.01, 0.00, 0.00], [-0.01, 0.00, 0.00], [0.00, 0.00, 0.00], [-0.02, 0.02, 0.04]],
  "lowdin_charge": [0.183, -0.072, 0.021, 0.030, -0.460, -0.194, 0.109, -0.016, -0.018, -0.019, -0.019, -0.464, -0.012, 0.075, -0.651, 0.082, -0.463, -0.022, -0.005, 0.086, 0.085, 0.083, 0.099, 0.041, 0.091, 0.080, 0.085, 0.088, 0.062, 0.091, 0.087, -0.051, -0.235, -0.084, -0.109, -0.042, -0.186, 0.104, -0.187, -0.054, -0.119, -0.118, -0.039, -0.044, -0.571, 0.017, -0.108, -0.149, -0.019, 0.067, 0.075, 0.079, 0.093, 0.090, 0.102, 0.119, 0.104, 0.088, 0.084, 0.108, 0.056, 0.077, 0.080, -0.129, -0.114, -0.095, -0.255, -0.102, -0.106, 0.786, -0.260, -0.086, -0.100, -0.129, -0.118, -0.113, -0.260, -0.101, -0.121, -0.123, -0.114, -0.099, 0.082, 0.086, 0.092, 0.085, 0.090, 0.083, 0.093, 0.083, 0.085, 0.099, 0.095, 0.091, 0.087, 0.100, 0.096]
}